198
Properties=species:S:1:pos:R:3:forces:R:3:mulliken_charge:R:1 method="wB97M-V/def2-TZVPD" total_charge=0 lumo_ev=0.51 spin_multiplicity=1 max_force_ev_per_a=3.14 e_homo_ev=-8.384
C -1.94762 1.12866 3.59570 -1.19 -0.06 1.12 0.97
C -2.70532 0.71006 4.85855 -1.31 -1.25 -1.50 1.71
C -1.95485 -0.20346 5.79609 0.57 -1.01 0.95 -1.30
O -3.29292 1.78741 5.58635 0.21 -0.01 -1.12 -0.52
H -1.14726 1.78769 3.77648 1.14 0.71 0.26 -0.25
H -2.66723 1.63412 2.97875 -0.21 0.23 -0.57 -0.40
H -1.62725 0.22462 3.11717 0.33 -0.44 -0.46 -0.58
H -3.54310 0.10205 4.34611 0.69 0.69 1.31 -1.13
H -2.35091 -0.20144 6.82916 -0.22 0.14 -0.43 0.56
H -0.88385 -0.03453 5.93484 0.04 0.58 -0.35 0.24
H -1.99675 -1.25653 5.50929 -0.21 0.08 -0.27 0.17
H -2.94833 1.65295 6.45556 0.03 0.36 0.99 0.40
C 3.91356 -4.96515 0.71513 -0.25 0.54 0.56 -1.19
C 4.13947 -3.88990 -0.31007 -1.11 0.19 -0.76 1.32
C 4.96471 -4.39086 -1.46766 0.46 -1.07 -0.62 -1.46
O 2.79162 -3.55834 -0.79387 0.39 -0.67 0.85 -0.26
H 3.42894 -5.82318 0.18777 0.40 0.44 0.85 0.25
H 3.23629 -4.45113 1.44267 0.39 -1.05 -0.32 0.14
H 4.86427 -5.20885 1.24035 -0.70 -0.15 -0.43 0.46
H 4.48558 -2.99427 0.18170 0.61 0.18 -0.01 -0.34
H 5.97874 -4.73314 -1.14915 -0.78 0.11 -0.11 0.38
H 5.12538 -3.71779 -2.31473 -0.17 0.42 0.29 0.41
H 4.39426 -5.24999 -1.91201 0.66 0.47 0.44 0.32
H 2.89351 -3.14730 -1.64002 0.04 0.39 -0.88 -0.05
C 4.47606 3.84715 -6.13163 -0.35 0.28 0.87 -0.94
C 5.46411 4.41988 -5.05035 -1.33 -1.40 -0.58 0.53
C 5.90144 5.84104 -5.27244 -0.82 -0.14 1.24 -1.46
O 4.80523 4.34826 -3.76936 0.12 -0.22 0.30 -0.44
H 4.97675 3.65108 -7.07058 0.23 0.21 -0.33 0.42
H 3.56890 4.49524 -6.32206 1.01 -0.70 0.38 0.23
H 4.15065 2.84193 -5.77469 -0.09 0.75 -0.21 0.11
H 6.30504 3.72568 -5.06228 0.34 0.07 0.17 0.24
H 6.26370 5.95569 -6.25826 0.14 0.25 -1.23 0.41
H 6.72199 6.12879 -4.61117 -0.28 0.01 0.20 0.34
H 4.99442 6.44478 -5.08057 0.65 0.14 -0.24 0.33
H 4.56351 3.42558 -3.54843 0.30 0.70 -0.48 0.21
C -7.31820 0.65371 2.34045 -0.69 -1.15 0.01 -1.93
C -6.20898 -0.23127 1.74407 0.56 0.30 0.34 2.11
C -5.85683 -1.24337 2.83784 -0.50 0.45 0.21 -2.11
C -4.94629 -2.35671 2.41579 -0.48 -0.61 -1.38 1.00
C -5.64147 -3.08905 1.20096 -0.25 0.30 0.30 -1.67
C -6.17543 -2.12569 0.07698 1.11 -0.85 -1.21 1.59
N -6.81652 -0.97478 0.64061 -0.74 0.42 1.33 0.23
O -7.23282 -0.00933 -0.31768 0.01 -0.50 -0.60 -0.37
C -4.96675 -1.75411 -0.85110 0.00 -0.44 0.83 -1.10
C -7.22056 -2.89515 -0.81716 1.94 -0.91 1.91 -1.85
C -5.00003 0.65980 1.33773 -0.37 0.89 -0.89 -0.62
H -7.11396 0.83620 3.39812 0.17 0.41 -0.17 0.40
H -8.24976 0.00640 2.34151 0.80 1.04 -0.22 0.43
H -7.43025 1.57371 1.76662 -0.28 -0.06 0.21 0.35
H -5.50985 -0.70972 3.73205 0.15 -0.02 -0.25 0.36
H -6.82654 -1.67266 3.11730 0.09 -0.17 0.12 0.49
H -4.83530 -3.03474 3.25412 0.15 -0.35 0.03 0.90
H -3.93866 -2.01946 2.13078 -0.28 0.08 0.05 -0.83
H -6.47809 -3.72437 1.54628 0.14 0.51 0.22 0.44
H -4.97051 -3.81501 0.72730 0.12 0.28 -0.01 0.19
H -4.17461 -1.24786 -0.26602 -0.41 -0.18 -0.45 -0.16
H -4.51816 -2.68700 -1.24880 -0.32 0.57 -0.08 0.43
H -5.34481 -1.09795 -1.63425 0.33 -0.03 -0.15 0.39
H -6.66242 -3.80696 -1.09108 -0.38 0.17 -0.26 0.34
H -8.04675 -3.24584 -0.16754 -0.02 0.63 -0.76 0.44
H -7.40068 -2.33306 -1.71131 -0.75 0.22 -0.31 0.52
H -5.25021 1.22340 0.39499 0.24 -0.83 0.66 -0.26
H -4.02640 0.16173 1.19172 -0.54 0.07 0.21 -0.62
H -4.87634 1.48817 2.04312 0.10 -0.35 0.35 0.56
H -8.16405 -0.22748 -0.46065 0.17 0.13 0.06 0.33
C 0.66053 -4.56254 2.53606 1.04 1.85 -1.06 -1.43
C -0.84973 -4.34534 2.36795 0.04 0.61 2.43 2.32
C -1.16424 -3.39663 1.24731 0.47 -0.37 -1.64 0.31
C -0.92992 -4.12316 -0.11093 -1.00 0.65 0.46 0.26
C -1.77242 -5.39193 -0.14993 -0.48 -1.06 0.19 -1.63
C -1.40636 -6.40929 0.96181 -1.04 0.95 0.87 1.81
N -1.57585 -5.63658 2.21745 0.32 0.68 -0.21 0.24
O -1.20756 -6.48176 3.31181 1.16 0.30 -0.62 -0.53
C -2.48953 -7.51311 1.09954 -0.04 0.69 -1.46 -1.91
C -0.03532 -7.00869 0.69573 -0.12 0.32 1.53 -1.63
C -1.46883 -3.65164 3.68583 1.12 0.71 -2.42 -1.92
H 0.86389 -5.39503 3.15643 0.22 -0.94 0.53 0.55
H 1.23720 -3.68935 2.96553 -1.03 -0.56 -0.16 0.44
H 1.16758 -4.67717 1.54924 -0.53 -0.21 0.75 -0.32
H -2.18929 -3.08265 1.37159 -0.57 0.04 -0.34 -0.70
H -0.56208 -2.47088 1.28740 -0.01 -0.50 0.27 -0.50
H 0.12319 -4.35144 -0.21568 0.26 -0.11 -0.03 -0.44
H -1.16524 -3.48263 -0.96920 -0.13 0.02 0.17 0.51
H -1.61946 -5.93656 -1.07139 0.16 -0.05 -0.56 0.49
H -2.87467 -5.25666 -0.10084 0.58 0.53 0.10 0.27
H -2.72338 -7.79217 0.05472 0.07 -0.49 0.45 0.41
H -2.12027 -8.37043 1.67315 -0.32 0.22 -0.11 0.41
H -3.43347 -7.06791 1.48594 0.74 -0.40 0.10 0.34
H 0.29753 -7.52182 1.63888 -0.01 0.30 -1.14 0.35
H -0.17769 -7.67002 -0.12555 0.21 -0.94 -0.55 0.51
H 0.66142 -6.23381 0.38277 0.18 -0.24 0.16 0.10
H -1.19029 -2.57094 3.67213 0.16 -0.69 0.03 0.11
H -1.02371 -4.11052 4.53331 -0.23 -0.42 1.04 0.55
H -2.54903 -3.63733 3.57772 -0.15 -0.54 0.46 0.48
H -2.02106 -6.59481 3.76510 -1.14 -0.19 0.70 0.34
C 2.71202 1.12733 -2.77935 0.26 1.29 -0.66 -1.56
C 1.73905 0.39266 -1.90124 0.34 -1.70 -0.12 2.30
C 2.60288 -0.18096 -0.76994 -0.70 0.66 1.80 -0.88
C 1.69608 -0.62405 0.45297 1.19 0.20 -1.45 -1.56
C 0.72684 0.48446 0.85626 -0.23 -2.27 0.45 1.13
C -0.12173 1.00397 -0.25508 -0.85 0.05 0.40 2.68
N 0.78253 1.28718 -1.35283 -1.34 1.41 -0.43 1.27
O -0.06820 1.76951 -2.40904 0.58 -0.09 -0.20 -0.36
C -1.27622 0.00160 -0.53083 0.40 0.92 -0.16 -0.25
C -0.73443 2.36560 0.19711 0.22 0.07 -1.38 -0.79
C 1.16069 -0.84711 -2.70303 -1.47 0.06 0.34 -0.67
H 3.41897 0.33059 -3.03060 0.29 0.56 -0.57 0.48
H 3.23215 1.93212 -2.19320 -0.35 -0.71 -0.41 -0.57
H 2.25789 1.62368 -3.68288 0.44 -0.78 0.66 0.51
H 3.18497 -0.96183 -1.21342 0.13 -0.93 0.02 0.34
H 3.39378 0.51376 -0.40700 -0.77 0.14 -0.19 -0.31
H 2.33738 -0.83498 1.30154 0.21 -0.24 0.19 1.03
H 1.22688 -1.56323 0.18162 -0.33 -0.15 0.03 -0.53
H 1.31657 1.25459 1.26777 0.44 1.27 0.70 -0.31
H 0.06185 0.02732 1.62149 0.34 0.63 -0.12 -0.46
H -1.95160 0.10591 0.32182 -0.03 -0.38 -0.02 -0.68
H -1.82436 0.30574 -1.42235 -0.02 -0.08 -0.07 0.28
H -0.90975 -1.01166 -0.65193 -0.10 -0.24 0.09 -0.32
H -1.20302 2.34905 1.17811 0.17 -0.16 0.03 -0.29
H 0.07976 3.10697 0.14588 -0.37 -0.20 0.38 -0.89
H -1.48196 2.72435 -0.54779 0.32 -0.33 0.51 0.41
H 1.26977 -1.76657 -2.09201 -0.28 0.44 -0.34 -0.16
H 1.65909 -1.01956 -3.65292 0.31 0.11 -0.01 0.00
H 0.06265 -0.73244 -2.97864 1.29 -0.06 0.56 -0.18
H 0.21711 2.70364 -2.46212 -0.45 -0.03 -0.16 0.37
C 3.22613 3.66137 4.91844 0.53 -0.04 -0.29 -1.84
C 2.26272 3.21609 3.81535 -0.55 0.27 -1.26 2.27
C 1.16154 4.28881 3.60468 -0.09 -0.88 0.23 -1.04
C 1.59602 5.51340 2.92722 2.78 0.14 -1.45 -1.06
C 2.14725 5.05721 1.55705 -1.74 0.22 0.15 -0.61
C 3.26355 4.03764 1.56684 -0.18 0.15 0.37 1.43
N 2.76508 2.92035 2.42175 0.62 0.13 0.72 1.01
O 3.76600 1.84953 2.54167 -0.69 1.37 -0.24 -0.70
C 3.35945 3.60662 0.05936 0.42 -0.29 2.19 -0.80
C 4.57112 4.66050 2.04184 1.26 -1.32 0.31 -1.82
C 1.52301 1.99828 4.33349 -0.49 -0.03 1.07 -1.59
H 4.09146 2.97536 5.02974 -0.37 0.50 -0.35 0.35
H 2.70199 3.62260 5.88236 -0.03 0.15 -0.24 0.43
H 3.53833 4.69333 4.72347 0.25 -0.30 0.33 0.32
H 0.37949 3.87346 2.95315 -0.03 -0.33 0.46 -0.48
H 0.78295 4.50050 4.58240 -0.61 0.10 0.71 0.66
H 2.41485 6.04663 3.40708 0.10 -0.03 0.55 0.44
H 0.85412 6.25162 2.80188 -1.24 0.69 -0.24 0.64
H 2.39012 5.89831 0.91982 0.33 0.25 -0.12 0.68
H 1.30879 4.53699 1.06320 0.08 0.32 0.01 -0.48
H 3.73240 4.47990 -0.47871 -0.05 -0.28 -0.30 0.78
H 4.06477 2.78126 0.07335 0.20 -0.11 -0.66 0.18
H 2.37026 3.26484 -0.24280 0.13 -0.05 -0.27 -0.67
H 4.54513 5.26692 2.94195 -0.41 -0.08 0.16 0.28
H 5.38322 3.89533 2.19829 -0.91 0.48 -0.09 0.32
H 4.95236 5.29125 1.27489 0.29 0.70 -0.78 0.51
H 1.02380 1.39697 3.58399 -0.09 0.14 -0.35 -0.16
H 0.74480 2.44373 5.00563 0.49 -0.85 -0.28 0.50
H 2.15378 1.32330 4.92226 0.01 0.16 -0.07 0.38
H 3.15975 1.18487 2.23237 0.26 -1.17 -0.22 0.35
C -5.37943 2.11689 -2.31138 2.22 0.74 -1.64 -0.33
O -4.57577 3.34674 -2.34492 -0.98 -0.61 0.11 -0.61
H -5.98799 2.06103 -1.45138 -1.04 0.03 0.70 0.24
H -5.88723 2.02499 -3.28583 -0.11 0.12 0.68 0.35
H -4.60655 1.35146 -2.26240 -0.44 -0.72 0.00 -0.01
H -3.86037 3.12166 -1.75109 0.39 0.43 0.11 0.34
C 4.19903 -3.34344 -5.88531 -0.78 0.71 0.15 -0.66
O 3.23023 -3.03069 -4.88759 0.07 -0.06 0.42 -0.33
H 5.16065 -3.44857 -5.39889 0.14 -0.07 -0.10 0.21
H 3.87332 -4.24739 -6.37306 0.42 -0.52 -0.37 0.33
H 4.18390 -2.51664 -6.59947 0.53 -0.14 -0.22 0.22
H 2.38872 -3.18829 -5.31506 -0.38 0.12 0.21 0.24
C 0.55284 5.61914 -2.08410 -2.36 -0.20 -0.93 -0.85
O 0.78138 4.22419 -2.20760 1.70 0.42 0.32 -0.31
H 0.04255 5.86150 -3.00598 -0.32 0.55 -0.26 0.36
H -0.18040 5.73742 -1.29046 0.27 0.46 0.35 0.24
H 1.38102 6.29953 -2.04586 0.84 -0.23 0.51 0.29
H 1.73311 4.14022 -2.11104 0.18 -0.63 -0.01 0.01
C -1.78239 0.63940 -5.23082 1.01 0.11 1.15 -0.75
O -0.39353 0.99786 -5.04171 -0.59 -0.57 -0.88 -0.50
H -1.98934 0.52114 -6.27436 0.13 -0.13 -0.61 0.31
H -2.01163 -0.30379 -4.69045 -0.03 0.53 -0.28 0.24
H -2.37021 1.47163 -4.85976 -0.49 -0.08 0.16 0.25
H -0.23882 1.10971 -4.09699 0.03 0.20 0.49 0.60
C 2.35394 0.58678 -7.21912 -0.11 -0.37 -0.41 -0.64
O 1.70800 1.71149 -6.74089 -0.70 1.08 0.40 -0.48
H 3.13483 0.88653 -7.92002 0.16 0.11 0.22 0.33
H 2.76994 0.04811 -6.37985 0.46 -0.64 0.09 0.16
H 1.68685 -0.06104 -7.79964 -0.08 -0.20 0.13 0.34
H 1.00530 1.46021 -6.10269 0.21 0.01 -0.44 0.44
C 6.36331 -1.12979 -0.29816 1.58 -0.54 1.28 -0.29
O 5.91706 -1.48497 1.03026 0.05 0.22 -0.39 -0.50
H 7.18593 -0.39511 -0.27398 -0.35 -0.14 0.07 0.38
H 6.73499 -2.00652 -0.84501 -0.16 0.04 0.13 0.23
H 5.54747 -0.71088 -0.81869 -1.01 0.45 -0.50 -0.04
H 6.63212 -1.48706 1.68137 -0.05 0.10 -0.55 0.26
C -3.29439 4.48592 2.32943 -0.26 -0.06 -0.40 -0.57
O -1.90492 4.62921 2.00300 0.07 -0.06 1.35 -0.30
H -3.56009 3.91579 3.26250 0.66 0.92 -0.47 0.26
H -3.74210 5.48604 2.23660 -0.28 -0.36 0.59 0.38
H -3.73266 3.88876 1.53692 0.00 -0.09 -0.32 0.07
H -1.47402 5.01071 2.79409 -0.24 -0.27 -0.69 0.24